C22H32CoN6S2 as an isolated structure, computed with ωB97M-V/def2-TZVPD.

Properties
**LUMO level (spin up / spin down)**: -3.5430 / -3.5441 eV
**Charge**: +1
**Frontier orbital gap (spin up / spin down)**: 7.3 / 7.3 eV
**Calculated total energy**: -91566.429 eV

Positions of all 63 atoms, in Å:
1 Co -0.6683 -1.0584 -0.1403
2 N 0.8301 -3.9404 2.5670
3 C 0.2481 -2.9374 1.8987
4 S -0.0931 -3.1554 0.2004
5 N -0.0562 -1.8531 2.5682
6 N -0.6263 -0.9242 1.7593
7 C -1.2208 0.0903 2.2883
8 C -1.3605 0.3067 3.7430
9 C -0.7919 1.4302 4.3353
10 C -0.9267 1.6350 5.7005
11 C -1.6401 0.7278 6.4694
12 C -2.2125 -0.3908 5.8778
13 C -2.0677 -0.6079 4.5178
14 C -1.7463 1.0492 1.3020
15 C -2.4260 2.2079 1.6330
16 C -2.7990 3.0740 0.6151
17 C -2.4867 2.7546 -0.6945
18 C -1.8384 1.5561 -0.9462
19 N -1.4832 0.7233 0.0214
20 H 1.0714 -4.7941 2.0990
21 H 0.9925 -3.8463 3.5552
22 H -0.2299 2.1339 3.7321
23 H -0.4740 2.5021 6.1625
24 H -1.7498 0.8912 7.5332
25 H -2.7683 -1.0975 6.4792
26 H -2.4978 -1.4858 4.0537
27 H -2.6464 2.4204 2.6689
28 H -3.3256 3.9900 0.8466
29 H -2.7527 3.4089 -1.5122
30 H -1.5981 1.2282 -1.9439
31 C 0.8724 1.2265 -4.1878
32 N -0.2290 0.2974 -3.9625
33 C -1.5328 0.7813 -4.4004
34 C -0.0600 -0.9269 -3.4058
35 S -1.2726 -1.6120 -2.3643
36 N 1.0224 -1.6201 -3.7479
37 C 1.7559 -1.3665 -4.9889
38 C 1.4190 -2.8670 -3.0980
39 H 0.5636 2.2064 -3.8186
40 H 1.1337 1.3293 -5.2424
41 H 1.7479 0.9168 -3.6236
42 H -1.5137 0.9185 -5.4836
43 H -1.7690 1.7463 -3.9482
44 H -2.3045 0.0646 -4.1402
45 H 1.1196 -0.8466 -5.6988
46 H 2.0249 -2.3325 -5.4116
47 H 2.6711 -0.7978 -4.8258
48 H 0.9953 -2.9430 -2.1083
49 H 2.5067 -2.8908 -3.0396
50 H 1.0719 -3.7138 -3.6925
51 C 1.7306 1.6086 1.0235
52 C 2.0046 0.1678 0.6013
53 C 3.4550 0.0497 0.1198
54 C 1.0914 -0.3216 -0.5162
55 H 2.4582 1.9362 1.7677
56 H 0.7408 1.7430 1.4545
57 H 1.8126 2.2802 0.1634
58 H 1.8959 -0.4859 1.4714
59 H 3.6154 0.6580 -0.7753
60 H 3.7063 -0.9838 -0.1229
61 H 4.1492 0.3969 0.8862
62 H 1.5797 -1.1403 -1.0421
63 H 0.8818 0.4828 -1.2329

Cartesian forces (eV/Å) of the 2 atoms listed first:
Co 0.1 -0.2 0.2
N 0.0 0.0 0.0



C34H50P2Pb as an isolated structure at a distorted geometry, computed with ωB97M-V/def2-TZVPD.

Properties
**LUMO level (spin up / spin down)**: -8.1612 / -8.1411 eV
**Charge**: +2
**Frontier orbital gap (spin up / spin down)**: 2.9 / 2.8 eV
**Calculated total energy**: -59868.163 eV

Positions of all 87 atoms, in Å:
1 Pb -2.4638 -0.4684 -1.0040
2 C 3.7844 1.9190 -0.5397
3 C 3.0133 2.6845 0.3739
4 C 4.2520 1.1636 1.5771
5 C 4.5572 0.9827 0.1990
6 C 3.3097 2.2176 1.6827
7 C 3.7599 2.0531 -2.0102
8 H 3.4553 3.0646 -2.3021
9 H 3.0679 1.3562 -2.5083
10 H 4.7484 1.8488 -2.4331
11 C 5.4303 -0.0592 -0.3771
12 H 5.7277 0.2598 -1.3851
13 H 4.9249 -1.0385 -0.4590
14 H 6.3160 -0.1971 0.2602
15 C 4.8012 0.3788 2.6983
16 H 5.8460 0.0893 2.5069
17 H 4.2373 -0.5508 2.8730
18 H 4.7440 0.9876 3.6083
19 C 2.6909 2.6787 2.9414
20 H 3.4150 2.6202 3.7603
21 H 1.8170 2.0880 3.2599
22 H 2.3488 3.7120 2.8380
23 C 2.0894 3.8029 0.0562
24 H 2.5866 4.7651 0.2579
25 H 1.1687 3.7664 0.6568
26 H 1.7939 3.7791 -0.9983
27 C -3.8931 -0.0213 -2.6677
28 C -3.4092 1.0957 -3.6052
29 C -3.9463 2.5529 -3.4509
30 C -3.6534 3.1025 -2.0193
31 C -2.8001 2.1889 -1.1575
32 C -3.4934 1.3582 -0.2159
33 C -4.8896 0.7463 -0.4962
34 C -5.1686 0.2905 -1.9544
35 H -4.9926 2.6213 -3.8091
36 H -4.5842 3.2955 -1.4378
37 H -3.3396 3.1850 -4.1280
38 H -5.8281 1.0096 -2.4855
39 H -3.8344 -1.0173 -3.1272
40 H -3.4926 0.8246 -4.6705
41 H -5.7796 -0.6226 -1.9021
42 H -5.1245 -0.1252 0.1672
43 H -3.2805 1.6121 0.8316
44 H -5.5629 1.5687 -0.2253
45 H -3.0507 4.0467 -2.0974
46 H -1.7251 2.5367 -1.0127
47 P -1.6994 0.9744 -3.1631
48 P -1.2231 -0.4484 2.6573
49 C -3.0833 -1.9545 0.7497
50 C -2.8600 -1.4762 2.1592
51 H -2.4979 -2.8126 0.3824
52 H -4.0953 -1.8989 0.2536
53 H -3.7846 -0.9003 2.3931
54 H -2.7386 -2.3907 2.7875
55 C -0.8395 -1.3368 4.2375
56 H -0.0766 -0.7274 4.7319
57 H -0.3603 -2.2850 3.9606
58 H -1.6552 -1.5485 4.9471
59 C -2.0862 1.0893 3.2881
60 H -3.0183 0.9495 3.8609
61 H -2.2920 1.7049 2.4040
62 H -1.3523 1.6262 3.9045
63 C -1.1765 -0.7882 -3.3854
64 H -0.1084 -0.7844 -3.6604
65 H -1.9272 -1.0640 -4.1507
66 H -1.1746 -1.6602 -2.6385
67 C -0.5292 2.2116 -3.3443
68 H 0.4449 1.8447 -2.9411
69 H -0.9427 3.0716 -2.7912
70 H -0.6527 2.2042 -4.4525
71 C 3.9093 -4.0643 1.8217
72 C 3.8226 -2.7316 1.3733
73 C 2.6583 -2.2437 0.7988
74 C 1.5907 -3.1255 0.5010
75 C 0.4798 -2.7994 -0.2740
76 C -0.4737 -3.6515 -0.7264
77 C -0.3669 -5.0153 -0.2555
78 C 0.6531 -5.4120 0.5923
79 C 1.6981 -4.5216 0.9508
80 C 2.8504 -4.9425 1.6428
81 H 4.8266 -4.3962 2.3083
82 H 4.7119 -2.1131 1.4981
83 H 2.5233 -1.1970 0.5153
84 H -1.3043 -3.4045 -1.3931
85 H -1.0959 -5.7386 -0.5890
86 H 0.6958 -6.4310 0.9750
87 H 2.9770 -5.9652 2.0013

Cartesian forces (eV/Å) of the 2 atoms listed first:
Pb 0.6 0.1 1.3
C -1.3 1.1 0.8



Energy relative to the best compared isomer or geometry (same formula, charge and spin) readings, ordered: 0.0, 176.6 kcal/mol